[1]
A gas-phase ion, C9H14N3 (charge +1), computed with the ωB97M-V functional and the def2-TZVPD basis.

```
26
Properties=species:S:1:pos:R:3
C -1.68710 -0.57855 2.25062
N -0.97392 -0.71637 0.99666
C -1.68782 -0.19188 -0.11305
C -0.67461 0.21952 -1.13964
C -0.74750 0.45828 -2.47358
C 0.39675 0.72017 -3.23679
C 1.64319 0.78659 -2.57859
C 1.86557 0.41246 -1.21594
C 0.60639 0.21770 -0.55396
C 0.59449 -0.18735 0.94419
N 1.38173 -1.25905 1.21983
N 0.68111 0.80310 1.97577
H -1.02528 -0.62049 3.07392
H -2.06926 0.43752 2.14374
H -2.44321 -1.39549 2.30189
H -0.94391 -1.70377 0.93453
H -2.27530 0.70410 0.20271
H -2.53188 -0.79273 -0.50335
H -1.68572 0.32020 -3.01435
H 0.38680 0.90632 -4.27573
H 2.54286 1.05552 -3.11862
H 2.88002 0.64252 -0.78698
H 1.69418 -1.35495 2.14404
H 2.00815 -1.52666 0.51753
H 0.47975 1.78806 1.74809
H 1.58453 0.85523 2.55706
```

- Charge: +1
- LUMO level: -0.09929 Ha
- SMILES: C[N@H+]1Cc2ccccc2C1(N)N
- Spin multiplicity: 1
- E_tot: -14023.51596 eV
- Energy relative to the best compared isomer or geometry (same formula, charge and spin): 10.7 kcal/mol

=====

[2]
2 unconnected molecules or ions with the total composition C9H14N3O3, computed with the ωB97M-V functional and the def2-TZVPD basis.

```
29
Properties=species:S:1:pos:R:3
C 3.41867 -1.05105 -0.02190
C 3.12153 -0.35882 1.13515
C 2.59646 -0.98647 -1.18435
C 1.99384 0.46533 1.10275
C 1.45166 -0.16524 -1.19542
C 1.13373 0.55077 0.05513
C -2.62290 -1.05870 -0.34448
C -2.15225 -0.54972 -1.68011
C -0.09690 1.41189 0.17089
N -0.20782 2.36110 -0.78242
N -0.91268 1.33793 1.17117
N -1.53381 -1.58144 0.58452
O -1.96690 2.19163 1.34530
O -0.96024 0.33550 2.05281
O -1.06116 -0.78503 -2.20557
H 4.17404 -1.73019 -0.07434
H 3.78846 -0.47855 2.03588
H 2.96732 -1.38824 -2.10679
H 1.71590 1.06541 2.01055
H 0.71996 -0.03821 -1.94441
H -3.29400 -1.80930 -0.57186
H -3.06794 -0.23421 0.24118
H -2.93403 -0.05340 -2.21242
H 0.52608 2.39620 -1.42006
H -0.82380 3.12357 -0.75389
H -0.74246 -1.93178 -0.03878
H -1.91421 -2.44079 0.91823
H -2.22831 2.00612 2.22546
H -1.08823 -0.60428 1.48779
```

- Charge: +1
- LUMO level: -0.10836 Ha
- Spin multiplicity: 1
- E_tot: -20162.82921 eV
- Energy relative to the best compared isomer or geometry (same formula, charge and spin): 38.8 kcal/mol

=====

[3]
A molecular structure, C9H14N4O5Pd, computed with the ωB97M-V functional and the def2-TZVPD basis.

```
33
Properties=species:S:1:pos:R:3
Pd -0.93025 1.33338 1.48147
C -1.31377 -2.88407 0.70890
C -0.98412 -1.57494 1.35582
N -1.82652 -0.57410 1.32342
O -2.83395 -0.60613 0.38264
C 0.25993 -1.32825 2.02608
C 1.25302 -2.38951 2.40806
N 0.57518 -0.06308 2.15541
O 1.62095 0.39287 2.67823
H -2.34440 -2.86363 0.36050
H -1.19894 -3.69874 1.42192
H -0.66670 -3.07199 -0.14460
H -2.38703 -0.78144 -0.48860
H 0.95101 -3.36106 2.03336
H 1.37734 -2.43313 3.49024
H 2.22200 -2.12394 1.98183
O -0.89150 3.15602 3.08955
H 0.06338 3.07166 3.23247
H -0.98723 3.80334 2.37196
C 0.87236 -0.36185 -3.59121
N 0.58272 0.69099 -2.64677
C 1.17268 1.90749 -2.71673
C 0.95997 2.87047 -1.79370
C 0.12666 2.54910 -0.67094
O -0.05907 3.27878 0.32681
N -0.49783 1.34512 -0.68458
C -0.31623 0.40350 -1.61414
O -0.89746 -0.68047 -1.59082
H 1.43027 0.04275 -4.43043
H -0.06030 -0.80490 -3.94090
H 1.45385 -1.14836 -3.10576
H 1.83548 2.07225 -3.55357
H 1.43852 3.83189 -1.85593
```

- Charge: 0
- LUMO level (spin up / spin down): 0.01480 / -0.03173 Ha
- Spin multiplicity: 3
- E_tot: -29234.63118 eV
- Energy relative to the best compared isomer or geometry (same formula, charge and spin): 0.0 kcal/mol

=====

[4]
A gas-phase ion, C9H14N4OS (charge +2), computed with the ωB97M-V functional and the def2-TZVPD basis.

```
29
Properties=species:S:1:pos:R:3
C 2.59414 1.50260 -0.63790
C 1.35027 1.14135 -0.55842
C 3.19925 -0.76860 1.25058
C -2.87982 -1.93641 -1.22002
C -1.57721 -2.38725 -0.73870
C -1.20180 3.30922 -0.26705
C -0.44902 2.47182 0.64119
C 2.04900 -1.03500 0.35632
C 0.03702 1.19848 -0.06613
N 2.86764 -2.03827 0.86330
N -0.64418 0.11700 -0.15051
N -2.38560 -1.38183 0.07337
N -1.87016 -0.10161 0.14210
O -1.83922 2.61986 0.78887
S 2.24917 -0.19454 -1.33540
H 3.42304 2.13798 -0.62890
H 4.13917 -0.28271 0.92288
H 3.14031 -0.71674 2.36216
H -3.05099 -1.32398 -2.18323
H -3.73236 -2.69260 -1.21049
H -1.50579 -3.32207 -0.30320
H -0.62344 -1.76005 -1.01976
H -1.13130 4.33912 0.02646
H -1.31126 3.26294 -1.34407
H 0.08123 2.77835 1.50325
H 0.98952 -1.00031 0.63973
H 3.41281 -2.80748 0.57339
H -2.93457 -1.74917 0.83103
H -2.39582 0.61990 0.68913
```

- Charge: +2
- LUMO level: -0.27995 Ha
- Spin multiplicity: 1
- E_tot: -28376.41592 eV
- Energy relative to the best compared isomer or geometry (same formula, charge and spin): 0.0 kcal/mol

=====

[5]
A gas-phase ion, C9H14NO (charge +1), computed with the ωB97M-V functional and the def2-TZVPD basis.

```
25
Properties=species:S:1:pos:R:3
N -2.23174 1.43938 1.27846
C -2.17854 0.20684 0.49333
O -3.45114 0.06910 0.05252
C -1.07468 -0.47199 0.22436
C 0.27439 -0.47767 0.74734
C 1.30804 -0.81249 -0.33364
C 0.98825 0.13752 -1.42800
C 1.86993 1.10948 -1.60094
C 2.80486 1.51890 -0.54556
C 2.89878 0.70682 0.54897
C 2.56195 -0.68990 0.38588
H -3.25422 1.37720 1.33240
H -1.76919 2.14522 0.75103
H -1.83985 1.56267 2.23558
H -3.46980 -0.86240 -0.13637
H -1.42389 -1.11027 -0.61937
H 0.49933 0.46107 1.25981
H 0.34020 -1.35687 1.43864
H 1.23895 -1.84298 -0.66211
H 0.15329 -0.13434 -1.95521
H 1.81167 1.77727 -2.39615
H 3.38933 2.43984 -0.63478
H 3.39280 0.93717 1.51052
H 3.34852 -1.15609 -0.09075
H 2.61285 -1.21439 1.36590
```

- Charge: +1
- LUMO level: -0.13068 Ha
- SMILES: [NH3+]/C(O)=C\C[C@H]1C=CC=CC1
- Spin multiplicity: 1
- E_tot: -13087.35384 eV
- Energy relative to the best compared isomer or geometry (same formula, charge and spin): 77.3 kcal/mol

=====

[6]
A gas-phase ion, C9H14NO3 (charge -1), computed with the ωB97M-V functional and the def2-TZVPD basis.

```
27
Properties=species:S:1:pos:R:3
C 3.51634 -0.18369 0.63366
C 3.04536 0.81199 -0.09673
C 1.77038 0.91003 -0.95337
O 0.66989 1.26975 -0.20082
C 0.08983 0.22546 0.55416
C -1.10604 0.82339 1.38757
C -2.15614 1.11878 0.28836
C -2.73288 -0.24507 -0.08381
C -1.72798 -0.81699 -1.09554
C -0.46142 -1.03973 -0.29215
N 0.21638 -2.18061 -0.34340
O 1.30997 -2.35320 0.24757
O -0.28798 -3.12400 -1.07717
H 4.41896 0.08009 1.18852
H 2.94149 -1.21589 0.58843
H 3.42250 1.86880 0.03887
H 1.65578 0.00097 -1.41853
H 1.82313 1.64221 -1.65797
H 0.80769 -0.13777 1.17093
H -0.62606 1.76641 1.76442
H -1.62923 0.08781 2.17421
H -1.69843 1.63283 -0.54113
H -2.81172 1.80649 0.73006
H -3.86644 -0.11093 -0.48315
H -2.80138 -0.97942 0.90172
H -1.79448 0.03415 -1.92030
H -1.98755 -1.69184 -1.50439
```

- Charge: -1
- LUMO level: 0.13571 Ha
- SMILES: C=CCO[C@H]1CCCCC1=[N+]([O-])[O-]
- Spin multiplicity: 1
- E_tot: -17187.73734 eV
- Energy relative to the best compared isomer or geometry (same formula, charge and spin): 117.0 kcal/mol